Record 1
Density functional theory data (ωB97M-V/def2-TZVPD) for one molecule with the formula C3H4O3S at a distorted geometry.

Gap between HOMO and LUMO (spin up / spin down) (hartree): 0.34762 / 0.23983
Total charge: 0
LUMO level (spin up / spin down) (eV): -0.3 / -2.3
E_HOMO (spin up / spin down) (eV): -9.748 / -8.827

Atoms and positions in Å:
C1 0.7868 0.3082 -0.0524
C2 0.5029 -1.2579 0.0375
C3 1.2842 0.4992 2.1468
O1 1.7227 0.6188 0.9028
O2 0.3207 1.1610 2.8190
O3 1.7157 1.1739 3.2905
S1 -1.1623 -1.6886 -0.6009
H1 1.0186 0.5969 -1.0197
H2 -0.0780 0.8372 0.1887
H3 1.2855 -1.9160 -0.3158
H4 0.4444 -1.1950 1.0957

---

Record 2
Density functional theory data (ωB97M-V/def2-TZVPD) for a 2-piece molecular cluster, C3H4O3S overall at a distorted geometry.

Gap between HOMO and LUMO (spin up / spin down) (hartree): 0.29947 / 0.29958
Total charge: 0
LUMO level (spin up / spin down) (eV): 0.1 / 0.1
E_HOMO (spin up / spin down) (eV): -8.036 / -8.037

Atoms and positions in Å:
C1 2.8575 -0.7799 -0.1566
C2 1.7300 0.1279 0.1009
C3 -0.5794 -0.4799 0.0794
O1 3.3577 -1.6684 -0.8132
O2 2.6622 -0.3711 1.1186
O3 -0.9030 0.1256 -1.0142
S1 1.8596 1.8056 -0.3653
H1 -0.7099 0.1424 0.9895
H2 -0.4741 -1.6012 0.1760
H3 -0.9619 -0.5428 -1.7012
H4 2.0160 2.1192 0.8197

---

Record 3
Density functional theory data (ωB97M-V/def2-TZVPD) for one molecule with the formula C3H4O3S at a distorted geometry.

Gap between HOMO and LUMO (hartree): 0.38622
Total charge: 0
SMILES: O=C(O)CC(=O)S
LUMO level (eV): 0.2
E_HOMO (eV): -10.328

Atoms and positions in Å:
O1 1.4617 0.9349 -1.3098
C1 1.3405 0.0685 -0.4808
O2 2.4471 -0.6350 -0.0771
C2 0.1915 -0.1342 0.4400
C3 -1.1159 0.4719 0.0004
O3 -1.3943 1.6205 0.2603
S1 -2.3304 -0.6665 -0.6071
H1 2.1621 -1.3149 0.5862
H2 0.3858 0.3909 1.3863
H3 -0.0279 -1.1217 0.7348
H4 -3.1201 0.3857 -0.9333

---

Record 4
Density functional theory data (ωB97M-V/def2-TZVPD) for C3H4O3Sc as an isolated structure at a distorted geometry.

Gap between HOMO and LUMO (spin up / spin down) (hartree): 0.22464 / 0.22453
Total charge: +3
LUMO level (spin up / spin down) (eV): -18.4 / -18.4
E_HOMO (spin up / spin down) (eV): -24.506 / -24.505

Atoms and positions in Å:
H1 -2.1199 1.4535 0.8499
O1 -0.0621 0.7688 0.0778
Sc1 2.1498 0.7955 -0.1103
C1 -1.3416 1.2241 -0.1394
C2 -2.2702 0.0361 0.0409
H2 -1.4257 1.7900 -1.0737
H3 -2.8545 -0.1506 -0.8682
H4 -2.6302 -0.2042 1.0463
O2 1.2388 -1.1173 -0.0957
C3 0.0519 -0.9361 0.0481
O3 -1.0902 -1.4015 -0.0352

---

Record 5
Density functional theory data (ωB97M-V/def2-TZVPD) for C3H4O3Yb as an isolated structure at a distorted geometry.

Gap between HOMO and LUMO (hartree): 0.22486
Total charge: 0
LUMO level (eV): -1.4
E_HOMO (eV): -7.559

Atoms and positions in Å:
O1 0.6472 -0.9806 -1.9181
C1 -0.1588 0.0482 -2.0882
O2 0.0879 0.9954 -1.2039
O3 -1.1968 0.0029 -2.7717
C2 -0.1613 -0.1555 2.6333
C3 -0.1947 -1.4812 2.4275
H1 -0.9437 0.5624 2.3792
H2 -1.0353 -1.9634 1.9207
H3 0.6138 -2.1380 2.7596
Yb1 1.1986 -0.3683 0.1308
H4 0.7740 0.3204 3.0625

---

Record 6
Density functional theory data (ωB97M-V/def2-TZVPD) for C3H4O3Yb as an isolated structure at a distorted geometry.

Gap between HOMO and LUMO (hartree): 0.30206
Total charge: +2
LUMO level (eV): -10.2
E_HOMO (eV): -18.412

Atoms and positions in Å:
O1 0.2086 -2.7050 -1.1012
Yb1 2.3092 0.7140 1.3103
O2 1.0239 -1.0210 0.1959
C1 0.1549 -1.3090 -0.6202
O3 -0.5164 -0.7144 -1.4635
C2 -0.5464 -2.6262 -2.1852
C3 -0.0599 -3.2008 -3.4434
H1 -1.6278 -2.5573 -2.0078
H2 -0.7199 -4.0422 -3.7056
H3 -0.1948 -2.4442 -4.2320
H4 0.9828 -3.5252 -3.3754

---

Record 7
Density functional theory data (ωB97M-V/def2-TZVPD) for C3H4O3Zn as an isolated structure at a distorted geometry.

Gap between HOMO and LUMO (spin up / spin down) (hartree): 0.23762 / 0.28957
Total charge: +1
Multiplicity: 2
LUMO level (spin up / spin down) (eV): -6.4 / -6.4
E_HOMO (spin up / spin down) (eV): -12.855 / -14.276

Atoms and positions in Å:
O1 -0.5742 -2.0263 0.5004
C1 -0.4218 -0.9172 0.9225
C2 0.7672 -0.1165 1.2764
H1 0.4655 0.7846 1.8198
H2 1.7213 -0.4306 0.8361
H3 0.5111 -1.0064 2.2016
Zn1 -0.9324 -1.0934 -2.1366
O2 -0.1871 0.0095 -0.4237
C3 -0.2359 1.3161 -0.6916
O3 -0.6598 1.3241 -1.9277
H4 -0.4540 2.1561 -2.3772

---

Record 8
Density functional theory data (ωB97M-V/def2-TZVPD) for C3H4O5Y as an isolated structure at a distorted geometry.

Gap between HOMO and LUMO (spin up / spin down) (hartree): 0.23537 / 0.25089
Total charge: 0
Multiplicity: 2
LUMO level (spin up / spin down) (eV): -0.9 / -1.3
E_HOMO (spin up / spin down) (eV): -7.330 / -8.136

Atoms and positions in Å:
C1 0.9777 1.8535 -0.6192
C2 1.8001 0.9479 -0.0692
O1 1.5093 -0.1688 0.6924
C3 0.6045 -1.1347 0.3782
O2 -0.0808 -1.4929 1.3721
O3 0.4921 -1.5506 -0.7825
O4 -0.3596 1.8576 -0.6942
H1 1.4477 2.7660 -0.9955
H2 2.8742 1.0604 -0.2060
H3 -0.7154 0.9087 -0.5184
O5 -3.1709 -1.2158 0.2913
H4 -3.1371 -1.4251 -0.6420
Y1 -2.2418 -2.4063 1.7930

---

Record 9
Density functional theory data (ωB97M-V/def2-TZVPD) for one molecule with the formula C3H4OS at a distorted geometry.

Gap between HOMO and LUMO (hartree): 0.28813
Total charge: 0
SMILES: CC(=S)C=O
LUMO level (eV): -1.6
E_HOMO (eV): -9.394

Atoms and positions in Å:
C1 0.3797 -1.0807 0.2079
C2 -0.5842 0.0196 -0.0089
S1 -2.2095 -0.2006 -0.0271
C3 -0.0700 1.3717 -0.1652
O1 1.0662 1.7397 -0.0135
H1 0.2518 -1.9771 0.7425
H2 1.2023 -0.5415 0.6073
H3 0.8504 -1.2907 -0.7975
H4 -0.8868 1.9595 -0.5456

---

Record 10
Density functional theory data (ωB97M-V/def2-TZVPD) for one molecule with the formula C3H4OS at a distorted geometry.

Gap between HOMO and LUMO (hartree): 0.38186
Total charge: 0
SMILES: O=C1CCS1
LUMO level (eV): 0.7
E_HOMO (eV): -9.722

Atoms and positions in Å:
O1 1.2444 1.8726 -0.9597
C1 0.5845 0.9070 -0.7378
C2 0.3630 0.1258 0.6059
C3 -0.7088 -0.8111 -0.0043
S1 -0.5756 -0.1110 -1.6839
H1 0.0376 0.8097 1.3914
H2 1.2926 -0.3297 0.8945
H3 -1.7283 -0.5866 0.3739
H4 -0.5094 -1.8766 0.1201

---

Record 11
Density functional theory data (ωB97M-V/def2-TZVPD) for one molecule with the formula C3H4OS at a distorted geometry.

Gap between HOMO and LUMO (hartree): 0.33200
Total charge: 0
SMILES: C=CSC=O
LUMO level (eV): -0.2
E_HOMO (eV): -9.242

Atoms and positions in Å:
C1 2.0154 0.1467 -0.0083
C2 0.6235 0.1442 -0.1119
S1 -0.6749 -1.0230 -0.1655
C3 -2.1488 -0.3226 0.1523
O1 -2.4679 0.8971 -0.1219
H1 2.4484 -0.8413 0.3899
H2 2.7290 1.1377 -0.1932
H3 0.3984 1.1269 -0.0738
H4 -2.9231 -1.2657 0.1325

---

Record 12
Density functional theory data (ωB97M-V/def2-TZVPD) for a 2-piece molecular cluster, C3H4OS overall at a distorted geometry.

Gap between HOMO and LUMO (spin up / spin down) (hartree): 0.28308 / 0.25799
Total charge: 0
LUMO level (spin up / spin down) (eV): -1.1 / -1.3
E_HOMO (spin up / spin down) (eV): -8.767 / -8.334

Atoms and positions in Å:
C1 -1.6374 -0.1582 -0.5729
C2 -2.9283 -0.3617 -0.5397
C3 0.2101 0.0755 0.5684
O1 -4.7249 0.9727 0.6839
S1 -4.4394 -0.4230 0.1942
H1 -0.9247 -0.1004 -1.5033
H2 -0.2002 -0.7183 1.1695
H3 -0.1236 0.9581 1.0915
H4 0.8751 0.1257 -0.3030